Entry from the Open Molecules 2025 dataset: a molecular structure, C26H29BeN2O3 (the ωB97M-V functional and the def2-TZVPD basis).

## Properties
Gap between HOMO and LUMO ... 6.76 eV
HOMO level ... -3.92 eV
LUMO ... 2.85 eV

```
! wB97M-V def2-TZVPD RIJCOSX def2/J DEFGRID3
* xyz -1 1
C -2.42165 -1.57151 -1.78491
C -2.19095 -0.17885 -1.86295
C -0.79599 0.03695 -1.92899
H -2.94905 0.58370 -1.85580
C -0.16926 -1.22642 -1.92492
C -1.16747 -2.21248 -1.83980
H 0.89087 -1.40310 -1.92021
C -2.73571 -0.92922 1.99978
C -3.28552 -0.05202 1.05028
C -2.39393 1.03078 0.89150
H -4.20805 -0.19483 0.51327
C -1.27611 0.83645 1.73078
C -1.50380 -0.38493 2.41810
H -0.29778 0.98904 -1.99537
H -0.99381 -3.27031 -1.74710
H -3.38158 -2.05422 -1.71219
H -0.83216 -0.85170 3.11487
H -2.53075 1.85622 0.21642
H -3.15548 -1.86675 2.32395
Be -1.27324 -0.92377 0.15821
C -0.09937 1.76759 1.93343
C 0.15808 1.88325 3.43994
C -0.39904 3.14615 1.35330
H -0.73464 2.24843 3.94593
H 0.97790 2.56732 3.63261
H 0.40858 0.91436 3.86939
H -1.25783 3.59813 1.84677
H -0.61433 3.08462 0.28682
H 0.45311 3.80169 1.49420
C 1.09996 1.13892 1.21207
C 2.45286 1.80182 1.35668
H 0.87025 1.08442 0.14418
H 1.20588 0.10016 1.52254
O 2.75675 2.60143 2.23561
N 3.36934 1.43034 0.41499
C 3.13342 0.65215 -0.77931
H 4.24118 1.93083 0.48689
C 2.59232 1.41592 -1.96694
C 2.43597 0.74541 -3.17885
H 2.68870 -0.30578 -3.24354
C 1.94849 1.40477 -4.29473
H 1.83317 0.86928 -5.22768
C 1.59753 2.74714 -4.21428
H 1.21110 3.26165 -5.08365
C 1.73990 3.41790 -3.01023
H 1.46775 4.46247 -2.93605
C 2.23744 2.75632 -1.89391
H 2.35469 3.29143 -0.96160
H 2.45510 -0.16919 -0.55325
H 4.07796 0.18421 -1.05772
O 1.09211 -2.57799 1.24313
C 0.04843 -3.20622 1.17875
C -0.08928 -4.64925 1.55350
C -1.57423 -4.93122 1.27226
C -2.05372 -3.61302 0.77018
O -3.20086 -3.41497 0.40663
N -1.09507 -2.66230 0.74488
H 0.56181 -5.27415 0.90493
H 0.15263 -4.80420 2.62655
H -1.70339 -5.70631 0.48548
H -2.12923 -5.20655 2.19520
*
```

---

Entry from the Open Molecules 2025 dataset: a molecular structure, C26H29BrN3O5STl (the ωB97M-V functional and the def2-TZVPD basis).

## Properties
Gap between HOMO and LUMO ... 5.68 eV
HOMO level ... -1.68 eV
LUMO ... 4.00 eV

```
! wB97M-V def2-TZVPD RIJCOSX def2/J DEFGRID3
* xyz -2 1
Tl -0.43426 1.67405 1.19267
C 3.33513 0.91027 -0.84855
C 2.06662 0.27489 -1.50750
N 0.88200 1.05766 -1.67432
C 0.77271 2.29761 -2.39182
C 1.70005 3.44639 -2.03256
S 1.69365 3.89510 -0.25553
C 3.43037 3.79659 0.23519
C 3.90186 2.52432 0.92508
N 3.32465 1.28176 0.51533
H 4.09811 0.12811 -0.95727
H 3.63323 1.72620 -1.52699
H 2.40201 0.00260 -2.53439
H 1.72375 -0.63574 -0.98494
H 0.03919 0.48798 -1.82121
H 0.77401 2.10382 -3.48773
H -0.26702 2.58283 -2.18186
H 2.73712 3.34114 -2.42533
H 1.18872 4.29157 -2.49158
H 4.07739 3.93749 -0.63148
H 3.59881 4.69588 0.84593
H 4.99764 2.48289 0.81520
H 3.65214 2.66439 2.02282
H 2.59823 0.86467 1.11223
C -2.41920 -2.66100 2.94617
C -2.28594 -2.52810 1.42824
C -3.07550 -3.58343 0.60877
O -0.90811 -2.76690 1.11423
C -2.77155 -1.09715 0.95694
O -3.64183 -1.01749 0.06114
O -2.22347 -0.06073 1.53479
H -2.15634 -3.70989 3.20300
H -3.41673 -2.43139 3.29315
H -1.77230 -1.96928 3.45367
H -2.85363 -4.63523 0.79233
H -2.87963 -3.26502 -0.40131
H -4.13709 -3.35494 0.77100
H -0.39644 -1.96248 1.40120
Br -3.79206 4.67772 -4.18080
C -4.52945 2.98729 -3.75993
C -5.34000 2.34881 -4.68407
C -5.50093 0.97064 -4.59199
C -5.05548 0.27863 -3.45501
C -4.32581 0.95596 -2.46659
C -4.12379 2.33785 -2.56698
C -3.21185 3.00751 -1.50722
O -3.54570 4.17205 -1.14633
O -2.23923 2.29581 -1.09932
H -5.73427 2.87212 -5.56737
H -5.98351 0.40375 -5.39255
H -5.31143 -0.77394 -3.38463
H -4.03991 0.36876 -1.63953
N 5.39987 -5.74031 4.59235
C 4.66196 -4.91941 4.19354
C 3.79319 -3.92276 3.72545
C 3.69454 -2.66225 4.34817
C 2.85673 -1.71468 3.78738
C 2.18397 -2.00094 2.59919
C 2.30059 -3.28771 1.99567
C 3.11600 -4.24917 2.53832
C 1.29675 -1.05758 2.09020
C 0.55333 -0.12723 1.77683
H 4.18505 -2.48974 5.27349
H 2.80449 -0.71083 4.17234
H 1.68223 -3.53047 1.11961
H 3.21638 -5.27931 2.15508
*
```

---

Entry from the Open Molecules 2025 dataset: a molecular structure, C26H29CrF3N8O11S (the ωB97M-V functional and the def2-TZVPD basis).

## Properties
Gap between HOMO and LUMO (spin up / spin down) ... 5.69 / 7.90 eV
HOMO level (spin up / spin down) ... -5.99 / -8.44 eV
LUMO (spin up / spin down) ... -0.30 / -0.54 eV

```
! wB97M-V def2-TZVPD RIJCOSX def2/J DEFGRID3
* xyz 0 5
Cr 0.23445 0.10111 0.12063
O -3.08819 -1.23412 7.33835
C -2.72661 -0.17664 6.56958
O -2.91677 0.94662 6.96198
C -2.10088 -0.49620 5.27514
C -2.42892 -1.63692 4.53476
C -1.83448 -1.88129 3.32156
C -0.86817 -0.99855 2.79107
C -0.53980 0.14495 3.54962
C -1.15669 0.39447 4.74833
N -0.27912 -1.22581 1.58064
C -0.08678 -2.48435 1.18067
C 0.35264 -2.74021 -0.11895
C 0.54378 -4.04967 -0.61896
C 0.89403 -4.22555 -1.93147
C 1.11921 -3.09284 -2.72015
C 0.98277 -1.83869 -2.14503
N 0.57906 -1.64877 -0.90395
H -2.80814 -2.07570 6.95457
H -3.19860 -2.30799 4.89091
H -2.13708 -2.73968 2.74204
H 0.23101 0.80562 3.18730
H -0.90343 1.26899 5.32882
H -0.23619 -3.30692 1.87190
H 0.38419 -4.88803 0.04094
H 0.99215 -5.21574 -2.35132
H 1.38030 -3.18521 -3.76006
H 1.18984 -0.94968 -2.72312
C -0.60567 3.01706 -2.62627
C 0.70392 2.60948 -2.05955
N 1.00473 1.60382 -1.26140
C 2.35871 1.64690 -1.06001
C 2.89320 2.71409 -1.74717
N 1.82345 3.30606 -2.36518
C 4.24427 3.32885 -1.86009
O 5.23676 2.69704 -1.29387
O 4.35725 4.38095 -2.45001
C 3.00792 0.65196 -0.15532
O 4.24044 0.64747 -0.05328
O 2.20853 -0.11490 0.44493
H -1.40565 2.36184 -2.29543
H -0.55589 2.93094 -3.71055
H -0.82080 4.06241 -2.39578
H 1.92473 4.09489 -2.98898
H 4.96418 1.84209 -0.81012
N -1.94491 0.94435 0.39960
C -1.99615 2.35765 0.76502
C -3.28134 2.67584 1.54894
C -3.40448 4.08667 2.12748
C -3.34579 5.22799 1.10483
N -2.01764 5.47724 0.56021
C -0.94011 5.76515 1.29360
N 0.25540 5.86301 0.67813
N -1.06882 6.33713 2.49985
C -0.64620 2.68918 1.46251
O -0.51053 3.74644 2.09736
O 0.27015 1.86813 1.25295
H -2.53490 0.78555 -0.42114
H -2.32780 0.37961 1.15738
H -1.99359 2.91879 -0.17860
H -3.33934 1.98143 2.39175
H -4.13044 2.47612 0.88837
H -2.62343 4.20688 2.87537
H -4.36891 4.15723 2.63210
H -3.70682 6.15305 1.56532
H -3.99765 5.00099 0.26105
H -1.83483 5.08046 -0.34864
H 0.41336 5.32142 -0.15713
H 1.06572 5.93349 1.27621
H -1.93576 6.19802 2.99390
H -0.25143 6.33831 3.09146
F -3.96202 -1.82532 -3.34317
C -2.78625 -1.31388 -3.70733
F -1.97520 -2.32693 -4.01838
F -2.98182 -0.59324 -4.81436
S -2.03382 -0.27860 -2.34064
O -2.99866 0.79458 -2.14470
O -0.78027 0.17356 -2.88305
O -1.93723 -1.18703 -1.21939
*
```

---

Entry from the Open Molecules 2025 dataset: a molecular structure, C26H29N2O3Yb (the ωB97M-V functional and the def2-TZVPD basis).

## Properties
Gap between HOMO and LUMO (spin up / spin down) ... 7.91 / 7.16 eV
HOMO level (spin up / spin down) ... -7.76 / -7.76 eV
LUMO (spin up / spin down) ... 0.16 / -0.60 eV

```
! wB97M-V def2-TZVPD RIJCOSX def2/J DEFGRID3
* xyz 0 2
C 2.66026 0.35216 1.84352
C 2.84310 -0.36506 0.61412
C 2.39446 0.46282 -0.47613
H 3.25849 -1.36740 0.52537
C 1.95278 1.70319 0.07005
C 2.11450 1.63214 1.50025
H 1.63162 2.56302 -0.53967
C -1.49531 -1.97693 1.50854
C -0.40116 -2.67388 0.90528
C -0.46389 -2.42661 -0.51073
H 0.36302 -3.25748 1.44788
C -1.63523 -1.67170 -0.79508
C -2.21583 -1.32942 0.46080
H 2.42410 0.25538 -1.55926
H 1.88706 2.42454 2.19643
H 2.89692 -0.01165 2.85647
H -3.11292 -0.73318 0.56767
H 0.25693 -2.74062 -1.27039
H -1.69622 -1.92303 2.58799
Yb 0.28500 -0.13472 1.24226
C -2.31426 -1.48235 -2.19000
C -3.74285 -2.10875 -2.06449
C -1.66652 -2.32267 -3.30645
H -3.68781 -3.19631 -1.89232
H -4.29611 -1.95575 -3.01157
H -4.34427 -1.65581 -1.24204
H -1.58184 -3.40381 -3.05754
H -0.68482 -1.91417 -3.53923
H -2.30571 -2.22891 -4.20099
C -2.38920 0.01591 -2.74791
C -1.26317 0.56640 -3.63642
H -2.47112 0.68464 -1.86933
H -3.31835 0.03467 -3.32878
O -0.11300 -0.01853 -3.70300
N -1.54840 1.70297 -4.37718
C -0.43384 2.71636 -4.47835
H -2.41671 2.30274 -4.23715
C 0.93137 2.04054 -4.55700
C 2.02891 2.63838 -3.91316
H 1.85141 3.50646 -3.26984
C 3.32109 2.10649 -4.06656
H 4.17200 2.62744 -3.61266
C 3.51466 0.93695 -4.81294
H 4.53094 0.53217 -4.94224
C 2.41030 0.29312 -5.39509
H 2.54633 -0.61419 -5.97572
C 1.12940 0.81520 -5.22632
H 0.28584 0.26007 -5.60713
H -0.48538 3.26023 -3.50427
H -0.51460 3.50863 -5.26334
O -2.41118 2.29143 -0.15019
C -2.26845 2.27322 1.07923
C -3.03172 3.10733 2.12069
C -2.49185 2.65542 3.45428
C -1.43828 1.62959 3.11718
O -0.69892 0.97350 3.86806
N -1.36011 1.45839 1.73971
H -2.86481 4.18016 1.92404
H -4.12177 2.92581 2.01277
H -2.06323 3.49418 4.02365
H -3.27765 2.21757 4.08616
*
```

---

Entry from the Open Molecules 2025 dataset: a single C26H29N5O3 molecule (the ωB97M-V functional and the def2-TZVPD basis).

## Properties
Gap between HOMO and LUMO ... 7.44 eV
HOMO level ... -7.49 eV
LUMO ... -0.05 eV

```
! wB97M-V def2-TZVPD RIJCOSX def2/J DEFGRID3
* xyz 0 1
C -4.50510 4.75337 -0.99961
C -4.06104 4.44268 0.42817
O -2.92474 3.60769 0.47904
C -1.67623 4.12042 0.23866
C -1.41789 5.46385 0.02669
C -0.12103 5.92947 -0.13422
C 0.93122 5.04183 -0.08298
C 0.68573 3.69206 0.10483
C -0.60536 3.19156 0.25756
N -0.86179 1.84686 0.51603
C -1.83348 1.12503 -0.28018
C -1.15282 0.48020 -1.49440
N -0.07668 -0.41526 -1.09840
C -0.42900 -1.71127 -0.79908
N -1.71295 -1.99559 -0.72018
C -2.08921 -3.26032 -0.44815
C -3.45367 -3.58519 -0.33592
C -3.81849 -4.86140 -0.00114
C -2.85267 -5.85551 0.22228
C -1.51812 -5.57320 0.10247
C -1.11625 -4.27217 -0.24100
N 0.18923 -3.99053 -0.44410
C 0.53785 -2.77172 -0.72790
C 1.99263 -2.57056 -1.08822
C 2.51381 -3.75825 -1.72959
N 2.94809 -4.68212 -2.24106
C 2.87076 -2.34560 0.15971
O 2.51509 -2.57664 1.28057
O 4.04354 -1.86454 -0.22462
C 5.09010 -1.63103 0.74574
C 5.49748 -2.92618 1.43572
C 4.68823 -0.54496 1.73721
C 0.90128 0.28654 -0.28769
C 0.20667 0.96519 0.91237
H -5.40142 5.36716 -0.97906
H -4.72390 3.82885 -1.52868
H -3.72649 5.28316 -1.54302
H -4.83831 3.86552 0.93784
H -3.89446 5.36623 0.99582
H -2.22472 6.17903 0.00868
H 0.05156 6.98321 -0.29018
H 1.94726 5.38808 -0.19891
H 1.52960 3.02091 0.12938
H -2.62155 1.79626 -0.60757
H -2.27305 0.33652 0.33746
H -1.87802 -0.09230 -2.07108
H -0.70900 1.25899 -2.12416
H -4.18349 -2.80741 -0.49963
H -4.86438 -5.11379 0.09715
H -3.17397 -6.85184 0.48744
H -0.75598 -6.31939 0.26237
H 2.11982 -1.72619 -1.77409
H 5.91061 -1.27210 0.11383
H 4.70087 -3.27749 2.08619
H 6.38957 -2.75283 2.03081
H 5.71054 -3.69310 0.69428
H 4.36689 0.35022 1.20829
H 3.87812 -0.89286 2.37288
H 5.54154 -0.29480 2.36086
H 1.65339 -0.39781 0.09684
H 1.38525 1.03515 -0.92383
H 0.93408 1.50379 1.52038
H -0.23554 0.17410 1.53116
*
```

---

Entry from the Open Molecules 2025 dataset: a single C26H29N5O5 molecule (the ωB97M-V functional and the def2-TZVPD basis).

## Properties
Gap between HOMO and LUMO ... 8.22 eV
HOMO level ... -7.66 eV
LUMO ... 0.56 eV

```
! wB97M-V def2-TZVPD RIJCOSX def2/J DEFGRID3
* xyz 0 1
C -0.13431 -4.06567 0.05513
C 1.36001 -3.76269 0.07080
C 2.15527 -4.97799 -0.40444
C 1.70874 -2.55633 -0.80813
C 1.07892 -1.22970 -0.34773
N -0.23693 -1.01934 -0.90900
C -1.31129 -0.73574 -0.12679
O -1.43761 -1.16311 1.00069
N -2.30220 0.01702 -0.75707
C -1.98441 1.02295 -1.75114
C -2.69158 2.35010 -1.49849
O -2.20193 3.42311 -1.79475
N -3.91983 2.24099 -0.96019
C -4.46577 1.04542 -0.48444
C -5.80178 0.98265 -0.11990
C -6.32389 -0.18887 0.39748
C -5.50516 -1.29555 0.54820
C -4.17407 -1.24265 0.17727
C -3.63361 -0.07096 -0.34114
C 1.94069 -0.06281 -0.84914
O 1.58896 0.60984 -1.80125
N 3.09714 0.11652 -0.19511
C 3.98703 1.21204 -0.48830
C 3.70394 2.42608 0.44148
C 2.24622 2.73816 0.41594
C 1.58030 3.52343 -0.48292
N 0.24119 3.49908 -0.23162
C 0.00488 2.66530 0.82190
C -1.18474 2.31157 1.44858
C -1.12000 1.42817 2.50258
C 0.10301 0.91219 2.93961
C 1.28755 1.27192 2.33962
C 1.25216 2.16018 1.26343
C 5.41577 0.75944 -0.29034
O 5.73719 -0.22792 0.31666
O 6.29263 1.60771 -0.82680
H -0.48205 -4.21336 -0.96528
H -0.69478 -3.25218 0.50424
H -0.33805 -4.97135 0.62203
H 1.65671 -3.53514 1.10069
H 1.94919 -5.83731 0.22889
H 1.88229 -5.23324 -1.42622
H 3.22439 -4.77908 -0.37372
H 2.79515 -2.43913 -0.81801
H 1.38792 -2.74871 -1.83410
H 0.99125 -1.19896 0.74285
H -0.18136 -0.60559 -1.83171
H -2.28427 0.68761 -2.75786
H -0.91123 1.23048 -1.76147
H -4.46297 3.08808 -0.84907
H -6.42277 1.85933 -0.23465
H -7.36276 -0.23343 0.68476
H -5.90594 -2.21203 0.95254
H -3.54102 -2.10486 0.30215
H 3.33690 -0.45931 0.59796
H 3.81693 1.51632 -1.52536
H 4.01181 2.17367 1.45836
H 4.29456 3.27242 0.09047
H 1.97639 4.11102 -1.28867
H -0.47384 3.90521 -0.81871
H -2.12745 2.72491 1.12214
H -2.02713 1.11939 2.99841
H 0.10818 0.21648 3.76505
H 2.22868 0.87744 2.69754
H 7.20276 1.31675 -0.65388
*
```

---

Entry from the Open Molecules 2025 dataset: a molecular structure, C26H30AlN6O7P (the ωB97M-V functional and the def2-TZVPD basis).

## Properties
Gap between HOMO and LUMO ... 6.77 eV
HOMO level ... -12.59 eV
LUMO ... -5.82 eV

```
! wB97M-V def2-TZVPD RIJCOSX def2/J DEFGRID3
* xyz 2 1
Al 2.93729 -1.21492 -0.59492
O 3.67713 -4.56492 -2.87390
C 3.01500 -3.92840 -1.95806
O 3.29287 -2.77708 -1.63062
C 1.88633 -4.71337 -1.33579
O 1.49144 -4.12270 -0.13185
C 2.38270 -4.35437 0.96352
C 2.71530 -3.05636 1.68763
O 2.70508 -3.00690 2.88499
O 3.01448 -2.01273 0.93199
H 4.36347 -4.00021 -3.27464
H 1.04449 -4.67517 -2.03279
H 2.18836 -5.75991 -1.23791
H 3.32255 -4.80639 0.62880
H 1.91627 -5.03302 1.67682
C -4.12610 1.96119 -1.67430
O -3.63566 2.79508 -0.63864
C -2.43674 3.39741 -0.82201
C -1.57772 3.12492 -1.88620
C -0.36167 3.78913 -1.97968
C -0.00926 4.74192 -1.03326
C -0.90286 5.05126 -0.00672
C -2.09045 4.36526 0.12332
N 1.17315 5.56224 -1.04372
N 2.28669 5.13216 -1.35438
C 2.50072 3.73443 -1.58644
C 3.05744 3.28929 -2.75352
C 3.36281 1.92193 -2.96815
C 3.10782 1.00836 -1.98708
O 3.36138 -0.32055 -2.03953
C 2.57451 1.46926 -0.76458
N 2.41329 0.49629 0.17509
C 2.05059 0.83352 1.40386
C 1.77409 2.15531 1.74785
C 1.88197 3.14296 0.79111
C 2.29273 2.81661 -0.51459
H -5.11060 1.63270 -1.35382
H -3.47862 1.09041 -1.82267
H -4.21545 2.50960 -2.61387
H -1.85784 2.42909 -2.66327
H 0.27422 3.58900 -2.83036
H -0.64561 5.84767 0.67979
H -2.79150 4.59581 0.91343
H 3.26381 4.00669 -3.53674
H 3.80660 1.60514 -3.90209
H 2.01613 0.02957 2.12865
H 1.50681 2.39598 2.76624
H 1.68231 4.17305 1.05264
C -2.68026 -2.78868 2.59333
N -3.01363 -2.62889 1.09803
C -3.68907 -1.25574 0.91179
N -2.86598 -0.21613 1.40984
C -2.56625 -0.43707 2.82346
N -1.88245 -1.70934 3.04232
C -0.52840 -1.72501 2.48823
P -0.49795 -1.46380 0.64011
C -1.78151 -2.75120 0.24882
C -1.65571 -0.00844 0.61121
H -2.17183 -3.74610 2.70458
H -3.64018 -2.81071 3.11042
H -3.67684 -3.35813 0.83069
H -4.62706 -1.31102 1.46572
H -3.88936 -1.14416 -0.15383
H -3.50018 -0.43558 3.38718
H -1.93937 0.37446 3.18831
H -0.03582 -2.66544 2.74286
H 0.05236 -0.93845 2.97099
H -1.35849 -3.74530 0.40235
H -2.08936 -2.66734 -0.79487
H -1.93405 0.21608 -0.42146
H -1.12833 0.86974 0.99028
*
```

---

The records above give, respectively, maximum force values of 2.22, 3.85, 1.58, 5.86, 0.87, 0.65, 0.31 eV/Å.
The records above give, respectively, energy relative to the best compared isomer or geometry (same formula, charge and spin) values of 1.1, 30.1, 53.5, 43.7, 52.1, 4.2, 35.6 kcal/mol.